No. 1
Entry from the OMol25 dataset: a single C10H18N2O5 molecule at a distorted geometry (ωB97M-V/def2-TZVPD).

The geometry in ORCA input format:
```
! RIJCOSX wB97M-V def2-TZVPD def2/J DEFGRID3
* xyz 0 1
C -2.16461 -2.36067 1.64792
C -1.78160 -2.23825 0.16076
C -2.94830 -1.93285 -0.67193
C -0.63640 -1.15560 -0.04300
N -0.92125 0.10139 0.45806
C -0.10266 1.26321 0.75319
O -0.53120 2.42923 0.47690
C 1.19611 1.17142 1.38924
N 1.71843 -0.20106 1.50091
C 2.28214 2.15826 0.93531
C 2.53423 2.16171 -0.57127
C 1.59098 3.21506 -1.33911
O 1.56786 4.36280 -0.98558
O 0.95218 2.75573 -2.38413
C -0.11194 -0.98708 -1.41537
O 0.21060 0.06536 -1.92993
O 0.10536 -2.17109 -2.04510
H -1.20164 -2.73446 2.15884
H -2.49135 -1.34347 2.01432
H -3.06660 -2.95010 1.85266
H -1.26139 -3.12299 -0.25449
H -3.65430 -2.77155 -0.70495
H -3.45492 -0.96647 -0.47790
H -2.58798 -1.78589 -1.66532
H 0.22579 -1.63448 0.37629
H -1.82747 0.42409 0.17736
H 0.88779 1.40650 2.45083
H 1.24816 -0.82400 2.12824
H 1.85402 -0.55081 0.50881
H 3.28017 1.77855 1.34126
H 2.04208 3.19523 1.26844
H 3.63063 2.34604 -0.91488
H 2.20481 1.19811 -0.89981
H 0.84397 1.79965 -2.34918
H 0.36830 -2.10150 -2.94740
*
```

Properties
ΔE to the lowest compared entry with this formula, charge and spin	240.9	kJ/mol
HOMO energy	-9.46	eV
SMILES	CC(C)[C@H](NC(=O)[C@@H](N)CCC(=O)O)C(=O)O
Kohn-Sham gap	9.6	eV
max |F|	5.33	eV/Å

---

No. 2
Entry from the OMol25 dataset: a single C10H18N2O5 molecule at a distorted geometry (ωB97M-V/def2-TZVPD).

The geometry in ORCA input format:
```
! RIJCOSX wB97M-V def2-TZVPD def2/J DEFGRID3
* xyz 0 1
C 4.58778 -0.32735 1.69934
C 3.13994 0.08840 1.50607
C 2.35067 -0.81712 0.57022
C 2.84153 -0.81823 -0.88726
C 0.84317 -0.66939 0.66260
N 0.36407 0.64960 0.31574
C -0.80921 0.92428 -0.31086
O -1.09151 2.09829 -0.52154
C -1.79784 -0.15835 -0.64047
N -2.20589 -0.86717 0.60566
C -2.94825 0.35459 -1.40545
C -2.48438 1.05104 -2.69511
O -3.08346 1.99082 -3.22108
O -1.35173 0.54892 -3.12968
C 0.31423 -0.98822 2.05492
O 0.07619 -0.13823 2.86345
O 0.25528 -2.30028 2.31426
H 4.64115 -1.16865 2.35109
H 5.16137 -0.52326 0.80373
H 5.21637 0.39935 2.28525
H 2.61481 0.00782 2.43561
H 3.01965 1.17199 1.24133
H 2.49284 -1.81920 0.92321
H 2.59344 0.08977 -1.39994
H 3.96272 -0.85897 -0.88850
H 2.56284 -1.65549 -1.52571
H 0.48616 -1.39297 -0.04465
H 0.73766 1.51119 0.79368
H -1.21734 -0.86727 -1.26075
H -2.99834 -0.32056 1.12958
H -2.58871 -1.81825 0.31744
H -3.65416 -0.44350 -1.77383
H -3.44892 1.08489 -0.78007
H -1.24376 1.00564 -4.01396
H -0.10911 -2.31368 3.18935
*
```

Properties
ΔE to the lowest compared entry with this formula, charge and spin	117.7	kJ/mol
HOMO energy	-9.66	eV
SMILES	CC[C@H](C)[C@H](NC(=O)[C@@H](N)CC(=O)O)C(=O)O
Kohn-Sham gap	10.1	eV
max |F|	3.72	eV/Å

---

No. 3
Entry from the OMol25 dataset: 2 unconnected molecules or ions with the total composition C10H18N3 at a distorted geometry (ωB97M-V/def2-TZVPD).

The geometry in ORCA input format:
```
! RIJCOSX wB97M-V def2-TZVPD def2/J DEFGRID3
* xyz 1 1
C -1.94483 0.79870 0.88612
C -2.98603 1.39547 1.92220
C -0.76472 0.13106 1.51716
C 0.35135 0.81514 1.99893
C -0.77346 -1.26470 1.52527
C 1.41973 0.09066 2.51484
C 0.25650 -2.00242 2.12776
C 1.37192 -1.29720 2.54817
H -2.52772 0.07763 0.30541
H -1.79844 1.61564 0.17392
H -3.10421 2.45342 1.71392
H 0.29877 1.89625 2.03815
H -1.66790 -1.76932 1.18702
H 2.25395 0.68658 2.86192
H 0.22587 -3.08059 2.06437
H 2.14162 -1.75412 3.15954
H -2.53448 1.29629 2.91277
H -3.90907 0.83101 1.95021
C 1.30659 1.95836 -2.87662
C 0.53640 -0.32965 -2.56860
N 1.43720 0.60365 -2.33806
N -0.55895 -0.15274 -3.30226
N 0.84433 -1.59371 -2.18994
H 2.23478 0.30550 -1.79911
H -1.07301 0.69664 -3.16257
H -1.20509 -0.92420 -3.40114
H 1.65939 -1.80803 -1.63955
H 0.47078 -2.42226 -2.60208
H 0.32798 2.40764 -2.77893
H 1.77465 1.93429 -3.86324
H 1.99251 2.59152 -2.30830
*
```

Properties
ΔE to the lowest compared entry with this formula, charge and spin	112.0	kJ/mol
HOMO energy	-11.68	eV
Kohn-Sham gap	8.7	eV
max |F|	2.64	eV/Å

---

No. 4
Entry from the OMol25 dataset: 2 unconnected molecules or ions with the total composition C10H18N3 at a distorted geometry (ωB97M-V/def2-TZVPD).

The geometry in ORCA input format:
```
! RIJCOSX wB97M-V def2-TZVPD def2/J DEFGRID3
* xyz 1 1
C 2.44103 -1.15377 -0.12530
C -0.94639 -3.41566 1.37128
C -0.15369 -3.82688 0.28000
C -0.71671 -2.18674 1.92649
C 0.89361 -3.05451 -0.15642
C 0.36753 -1.42298 1.47464
C 1.12407 -1.76258 0.37785
H -1.71987 -4.09668 1.55155
H -0.43259 -4.76857 -0.17473
H -1.38900 -1.75299 2.64834
H 1.46549 -3.33729 -1.02590
H 0.53866 -0.48728 1.99227
H 2.19214 -0.91203 -1.15490
H 3.22804 -1.85725 0.10942
H 2.61552 -0.26051 0.48314
C -1.37474 2.30076 0.53950
C -2.69663 3.03377 0.50944
C 0.28345 2.21589 -1.35216
N -0.94939 2.14205 -0.90394
N 1.14789 2.96807 -0.61564
N 0.72929 1.80189 -2.55944
H -0.60933 2.78350 1.10151
H -1.36681 1.27681 0.91837
H -2.85424 3.58065 1.43946
H -3.55967 2.37345 0.43424
H -1.71378 1.70668 -1.39808
H 1.09164 2.82197 0.37866
H 2.08379 3.01968 -0.98688
H 0.28717 1.05425 -3.06799
H 1.09036 2.56617 -3.11410
H -2.73193 3.80188 -0.26039
*
```

Properties
ΔE to the lowest compared entry with this formula, charge and spin	152.7	kJ/mol
HOMO energy	-11.67	eV
Kohn-Sham gap	8.5	eV
max |F|	2.77	eV/Å